# C3H5Br

A 2-piece molecular cluster, C3H5Br overall in a non-equilibrium geometry (the ωB97M-V functional and the def2-TZVPD basis, OMol25).

Its maximum force is 3.07 eV/Å. Its SMILES is C#CC.Br.

Each atom is followed by the atoms it is bonded to, with distances in Å.
Atoms and positions in Å:
1 C -1.8758 0.4510 -0.4268  C2 1.221, H4 1.062
2 C -0.8881 -0.0348 0.1020  C1 1.221, C3 1.523
3 C 0.4521 -0.3604 0.7491  C2 1.523, H5 1.113, H6 1.060, H7 1.061
4 H -2.7296 0.7554 -0.9795  C1 1.062
5 H 0.3610 0.0667 1.7723  C3 1.113
6 H 0.7569 -1.3745 0.8021  C3 1.060
7 H 1.1297 0.1510 0.1131  C3 1.061
8 Br 0.6403 3.0293 -1.1020  H9 1.455
9 H 1.5912 3.4823 -2.1055  Br8 1.455

Here are the Löwdin charges for atoms 1 to 5, given in e: number 1, C, carries 0.050; number 2, C, carries -0.200; number 3, C, carries -0.101; number 4, H, carries 0.015; number 5, H, carries 0.089

# C3H5Br2P

One molecule with the formula C3H5Br2P in a non-equilibrium geometry (the ωB97M-V functional and the def2-TZVPD basis, OMol25).

Its maximum force is 5.24 eV/Å. Its SMILES is C/C(CBr)=P\Br.

Each atom is followed by the atoms it is bonded to, with distances in Å.
Atoms and positions in Å:
1 C 0.9311 0.4064 -0.5021  C2 1.452, H7 1.190, H8 1.027, H9 1.173
2 C -0.2395 -0.3535 -0.0999  C1 1.452, C3 1.467, P5 1.765
3 C -0.7701 0.1586 1.1684  C2 1.467, Br4 2.051, H10 1.092, H11 1.157
4 Br -1.0549 2.1900 1.1851  C3 2.051
5 P -0.9574 -1.7842 -0.8441  C2 1.765, Br6 2.197
6 Br 0.2351 -2.3708 -2.5932  P5 2.197
7 H 1.3070 0.0815 -1.5830  C1 1.190
8 H 1.6602 0.4046 0.2215  C1 1.027
9 H 0.6128 1.5354 -0.5078  C1 1.173
10 H -1.7126 -0.2579 1.5289  C3 1.092
11 H -0.0115 -0.0102 2.0262  C3 1.157

Here are the Löwdin charges for atoms 1 to 5, given in e: number 1, C, carries -0.207; number 2, C, carries -0.785; number 3, C, carries -0.583; number 4, Br, carries 0.564; number 5, P, carries 0.520

# C3H5BrF2

One molecule with the formula C3H5BrF2 in a non-equilibrium geometry (the ωB97M-V functional and the def2-TZVPD basis, OMol25).

Its maximum force is 3.75 eV/Å. Its SMILES is CC(F)(F)CBr.

Each atom is followed by the atoms it is bonded to, with distances in Å.
Atoms and positions in Å:
1 C -0.7056 -0.5384 -0.3191  C2 1.503, H7 1.088, H8 1.087, H9 1.089
2 C 0.7456 -0.8652 -0.1044  C1 1.503, F3 1.635, F4 1.321, C5 1.511
3 F 0.6716 -2.0534 1.0158  C2 1.635
4 F 1.3181 -1.4537 -1.1386  C2 1.321
5 C 1.5811 0.1991 0.5691  C2 1.511, Br6 1.946, H10 1.090, H11 1.091
6 Br 3.4694 0.0941 0.1103  C5 1.946
7 H -1.1641 -1.3297 -0.9089  C1 1.088
8 H -1.2030 -0.4827 0.6462  C1 1.087
9 H -0.8160 0.4102 -0.8421  C1 1.089
10 H 1.2423 1.1936 0.2778  C5 1.090
11 H 1.5071 0.0823 1.6508  C5 1.091

Here are the Löwdin charges for atoms 1 to 5, given in e: number 1, C, carries 0.003; number 2, C, carries -0.527; number 3, F, carries -0.145; number 4, F, carries 0.073; number 5, C, carries -0.514

The following HOMO level values (in hartree) correspond, in order, to the records above: -0.36394 -0.33144 -0.38809.
The following HOMO-LUMO gap values (in Ha) correspond, in order, to the records above: 0.38871 0.30743 0.41413.
The following energy relative to the best compared isomer or geometry (same formula, charge and spin) values (in eV) correspond, in order, to the records above: 1.295 0.991 0.126.